[1]
The following is a quantum chemistry calculation of C25H19BrN7O3Tl as an isolated structure, from OMol25.

Geometry as XYZ:
```
56
Properties=species:S:1:pos:R:3:forces:R:3:lowdin_charge:R:1
Tl 0.106 0.638 -1.141 -0.3 0.0 0.3 0.901
C -4.980 -0.337 -0.157 0.0 -0.1 0.0 -0.108
C -3.724 0.198 -0.404 0.0 0.0 0.0 -0.102
N -2.623 -0.416 -0.003 0.3 0.1 -0.1 0.097
C -2.740 -1.568 0.647 -0.2 0.1 -0.1 -0.189
C -4.008 -2.122 0.844 0.0 0.0 0.0 -0.066
N -5.117 -1.509 0.451 0.0 0.0 0.0 0.087
C -1.493 -2.202 1.169 0.1 -0.1 0.1 -0.178
C -1.569 -3.342 1.962 0.0 0.0 0.0 0.052
C -0.404 -3.901 2.462 0.0 0.0 0.0 -0.140
C 0.794 -3.267 2.176 0.0 0.0 0.0 0.050
C 0.796 -2.116 1.390 -0.1 -0.1 0.0 -0.177
N -0.329 -1.620 0.879 0.1 0.2 -0.2 0.155
C 2.075 -1.371 1.157 0.3 0.1 0.1 -0.170
C 3.275 -1.795 1.734 0.0 0.1 0.0 -0.064
N 4.406 -1.108 1.635 0.0 0.0 0.0 0.092
C 4.366 0.029 0.956 0.0 -0.1 0.1 -0.092
C 3.198 0.453 0.344 -0.1 0.2 -0.2 -0.091
N 2.073 -0.244 0.435 -0.2 -0.3 0.1 0.050
C -0.442 -5.131 3.288 0.0 0.0 0.0 -0.173
C 0.505 -6.135 3.114 0.0 0.0 0.0 -0.013
C 0.423 -7.275 3.899 -0.1 0.0 0.0 -0.134
N -0.516 -7.465 4.823 0.0 0.0 0.0 0.061
C -1.416 -6.499 4.989 0.0 0.0 0.0 -0.133
C -1.425 -5.325 4.253 0.0 0.0 0.0 -0.011
H -5.889 0.173 -0.454 0.0 0.0 0.0 0.108
H -3.595 1.134 -0.936 -0.1 0.0 0.0 0.112
H -4.156 -3.083 1.317 0.0 0.0 0.0 0.107
H -2.512 -3.813 2.191 0.0 0.0 0.0 0.108
H 1.701 -3.661 2.604 0.0 0.0 0.0 0.105
H 3.349 -2.711 2.301 0.0 0.0 0.0 0.105
H 5.283 0.602 0.901 -0.1 0.0 -0.1 0.114
H 3.153 1.370 -0.237 0.0 0.0 0.0 0.102
H 1.278 -6.039 2.362 0.0 0.0 0.0 0.115
H 1.141 -8.079 3.780 0.0 0.0 0.0 0.108
H -2.165 -6.674 5.754 0.0 0.0 0.0 0.108
H -2.167 -4.561 4.450 0.0 0.0 0.0 0.117
Br -3.359 1.045 5.533 0.1 0.0 0.0 0.712
C -1.856 2.018 4.901 -0.1 -0.1 0.0 -0.664
C -1.197 2.894 5.750 0.1 0.0 -0.1 -0.194
N -0.137 3.594 5.357 0.0 0.0 0.0 0.071
C 0.294 3.437 4.106 -0.1 0.0 0.1 -0.074
C -0.311 2.582 3.193 0.1 0.0 0.0 -0.102
C -1.415 1.853 3.604 0.0 0.0 0.0 -0.056
C 0.225 2.425 1.784 0.1 -0.1 0.2 -0.592
O 1.232 3.096 1.473 -0.2 0.0 0.0 -0.004
O -0.392 1.595 1.066 -0.1 0.1 -0.2 -0.201
H -1.532 3.036 6.771 0.0 0.0 0.0 0.100
H 1.159 4.015 3.807 0.0 0.0 0.0 0.118
H -1.898 1.180 2.908 0.0 0.0 0.0 0.107
C 0.969 4.025 -1.748 0.1 -0.1 0.0 -0.163
O 1.626 2.963 -1.074 -0.1 0.0 -0.2 -0.298
H 1.489 4.216 -2.686 0.0 0.0 0.0 0.078
H 0.981 4.937 -1.148 0.0 0.0 0.0 0.087
H -0.074 3.777 -1.977 0.0 0.0 0.0 0.064
H 1.452 3.076 -0.100 0.2 -0.1 0.2 -0.003
```
Forces are in eV/Å.

## Properties
Highest occupied orbital energy   -8.99 eV



[2]
The following is a quantum chemistry calculation of C25H19Cl2N11NaO4 as an isolated structure, from OMol25.

Geometry as XYZ:
```
62
Properties=species:S:1:pos:R:3:forces:R:3:lowdin_charge:R:1
Na -0.712 -0.726 0.094 0.0 1.7 0.0 0.316
Cl 3.652 2.140 4.612 0.0 0.2 0.3 0.629
C 3.023 1.348 3.207 0.1 -0.1 -0.1 -0.701
C 1.724 1.599 2.808 0.0 0.0 -0.1 -0.034
C 1.181 0.969 1.687 0.7 0.1 0.4 -0.218
N -0.127 1.060 1.309 -0.6 0.0 0.1 0.078
C -0.850 2.144 1.520 0.4 -0.2 -0.1 -0.518
O -0.492 3.281 1.862 0.0 0.3 0.4 -0.004
C -2.308 1.925 1.231 -0.3 0.5 0.2 -0.181
C -3.238 2.666 1.963 0.0 0.0 0.0 -0.002
C -4.583 2.476 1.726 0.0 -0.1 -0.1 -0.072
C -4.954 1.582 0.732 0.0 0.0 0.0 -0.075
C -3.955 0.921 0.035 -0.4 0.0 -0.1 -0.140
N -2.664 1.073 0.279 0.3 -0.3 0.1 0.123
C 2.013 0.099 0.934 0.4 0.4 0.7 -0.231
C 3.319 -0.128 1.347 0.0 0.1 0.1 -0.051
C 3.825 0.485 2.482 -0.1 0.0 0.0 -0.702
Cl 5.473 0.199 2.944 0.2 -0.1 0.0 0.618
N 1.541 -0.364 -0.268 -0.2 0.2 -0.7 0.116
C 1.719 -1.574 -0.676 0.5 -0.1 -0.1 -0.490
O 1.484 -1.945 -1.860 0.8 0.1 -0.1 -0.042
C 2.099 -2.694 0.255 0.3 -0.3 -0.1 -0.206
C 3.323 -3.348 0.144 0.0 0.0 0.1 -0.020
C 3.547 -4.464 0.926 -0.1 0.0 -0.1 -0.069
C 2.521 -4.921 1.741 0.0 0.0 0.1 -0.070
C 1.335 -4.208 1.769 0.1 -0.3 0.2 -0.129
N 1.132 -3.106 1.065 -0.1 0.5 -0.1 0.144
H 1.121 2.300 3.364 0.0 0.0 0.0 0.105
H -2.876 3.364 2.701 0.1 0.1 0.0 0.113
H -5.335 3.012 2.292 0.0 0.0 0.0 0.101
H -5.996 1.404 0.508 0.0 0.0 -0.1 0.093
H -4.194 0.240 -0.773 -0.1 -0.1 0.0 0.107
H 3.964 -0.751 0.748 0.1 0.0 0.0 0.101
H 4.066 -2.964 -0.536 0.1 0.0 -0.1 0.117
H 4.494 -4.982 0.896 0.1 0.0 0.0 0.101
H 2.641 -5.809 2.343 0.0 0.0 0.1 0.095
H 0.496 -4.537 2.368 0.0 0.0 0.1 0.111
N -0.698 -0.669 -3.655 0.1 0.3 0.2 0.040
N -0.369 -2.034 -3.635 0.2 0.0 -0.1 -0.026
C -0.397 -2.752 -2.486 -0.4 -1.1 -0.6 -0.429
N 0.060 -4.024 -2.540 -0.1 -0.2 0.1 0.179
N -1.223 -2.282 -1.547 0.2 1.8 -1.9 0.133
N -1.415 -2.912 -0.441 -0.8 -2.0 0.5 -0.477
O -1.088 -4.072 -0.257 0.2 -1.4 0.2 0.020
O -2.020 -2.295 0.413 -1.3 0.2 1.4 0.011
H -0.021 -0.142 -3.090 -0.2 -0.2 0.0 0.056
H -1.586 -0.567 -3.166 0.2 0.0 -0.1 0.063
H 0.437 -2.218 -4.220 -0.3 -0.1 0.1 0.137
H 0.936 -4.149 -3.020 0.0 0.1 0.0 0.108
H -0.013 -4.481 -1.632 0.1 0.0 -0.3 0.080
N -1.046 7.054 -0.835 0.0 0.3 0.1 0.154
C -0.974 5.921 -0.998 0.0 0.7 0.1 -0.186
C -0.892 4.542 -1.296 0.1 -1.1 -0.3 -0.225
C -1.896 3.947 -2.066 0.1 0.0 0.1 -0.011
C -1.744 2.613 -2.397 -0.2 0.2 -0.1 -0.149
N -0.703 1.883 -2.027 0.0 -0.3 -0.2 0.085
C 0.238 2.448 -1.290 0.3 0.2 0.1 -0.116
C 0.199 3.778 -0.892 -0.3 0.2 -0.2 0.006
H -2.752 4.522 -2.394 0.0 0.0 0.0 0.113
H -2.480 2.107 -3.011 -0.1 0.0 0.0 0.105
H 1.057 1.805 -1.013 0.2 -0.1 0.1 0.092
H 0.977 4.209 -0.285 0.1 0.0 0.1 0.125
```
Forces are in eV/Å.

## Properties
Highest occupied orbital energy   -4.35 eV
ΔE to the lowest compared entry with this formula, charge and spin   20.8 kcal/mol
Net charge   -1



[3]
The following is a quantum chemistry calculation of C25H19ClCrIN3O5 as an isolated structure, from OMol25.

Geometry as XYZ:
```
55
Properties=species:S:1:pos:R:3:forces:R:3:lowdin_charge:R:1
Cr -0.341 0.273 0.403 0.3 -0.8 -0.3 0.976
Cl 6.404 2.401 -0.116 0.0 0.0 0.0 0.689
C 4.842 1.803 0.333 0.0 0.0 0.0 -0.663
C 4.746 0.677 1.166 0.0 0.0 0.0 -0.064
C 3.523 0.186 1.545 0.0 0.0 0.0 0.022
C 2.332 0.780 1.088 -0.1 -0.1 0.0 -0.300
O 1.184 0.285 1.499 -0.1 0.2 0.1 -0.138
C 2.440 1.914 0.245 0.0 0.1 -0.1 -0.124
C 1.278 2.661 -0.105 0.0 0.0 0.1 -0.028
N 0.084 2.181 -0.015 -0.2 0.1 -0.1 -0.012
C -1.081 2.985 -0.002 0.1 -0.1 0.1 -0.207
C -1.294 4.167 -0.648 0.0 0.1 0.0 -0.001
C -2.511 4.862 -0.454 0.0 0.0 0.0 -0.037
C -3.480 4.379 0.379 0.0 0.0 0.0 -0.005
C -3.287 3.146 1.051 -0.1 0.1 0.0 -0.129
C -4.220 2.559 1.936 0.0 0.0 0.0 0.032
C -3.940 1.359 2.527 0.0 0.0 0.0 -0.011
C -2.732 0.710 2.221 0.0 0.0 0.0 -0.056
N -1.842 1.234 1.410 -0.1 0.1 0.1 0.028
C -2.092 2.451 0.834 0.1 -0.1 0.0 -0.140
C 3.709 2.426 -0.103 0.0 0.0 0.0 -0.049
H 5.654 0.203 1.513 0.0 0.0 0.0 0.116
H 3.444 -0.672 2.198 0.0 0.0 0.0 0.130
H 1.407 3.708 -0.381 0.0 0.0 0.0 0.150
H -0.544 4.578 -1.312 0.0 0.0 0.0 0.118
H -2.667 5.797 -0.975 0.0 0.0 0.0 0.118
H -4.401 4.926 0.529 0.0 0.0 0.0 0.124
H -5.154 3.069 2.138 0.0 0.0 0.0 0.131
H -4.633 0.892 3.211 0.0 0.0 0.0 0.119
H -2.494 -0.260 2.640 0.0 0.0 0.0 0.135
H 3.779 3.310 -0.724 0.0 0.0 0.0 0.121
O -0.391 -4.197 1.745 0.0 0.1 0.0 0.094
C 0.504 -4.365 0.757 0.0 0.0 0.0 -0.247
C 1.073 -5.632 0.618 0.0 0.0 0.0 0.005
C 2.000 -5.866 -0.374 0.0 0.0 0.0 -0.051
C 2.394 -4.853 -1.254 0.0 0.0 0.0 -0.071
C 1.840 -3.603 -1.121 0.0 0.0 0.0 -0.010
C 0.888 -3.340 -0.124 0.0 0.0 0.0 -0.072
C 0.329 -2.000 -0.027 -0.2 0.0 -0.1 -0.520
O -0.604 -1.714 0.821 0.1 0.1 0.1 -0.082
O 0.710 -1.048 -0.777 0.0 0.2 0.1 -0.046
H -0.672 -3.264 1.746 0.0 0.0 0.0 0.084
H 0.771 -6.409 1.307 0.0 0.0 0.0 0.126
H 2.433 -6.854 -0.466 0.0 0.0 0.0 0.114
H 3.126 -5.051 -2.024 0.0 0.0 0.0 0.107
H 2.133 -2.792 -1.775 0.0 0.0 0.0 0.122
N -2.236 -1.980 -1.873 0.0 0.0 0.0 0.239
C -1.769 -0.743 -1.998 0.0 0.0 0.0 -0.577
O -1.811 0.054 -1.045 0.0 0.1 0.0 -0.089
C -1.225 -0.390 -3.358 0.0 0.0 -0.1 -0.552
I -0.377 1.537 -3.489 0.0 0.0 -0.1 0.974
H -2.550 -2.291 -0.967 0.0 0.0 0.0 0.139
H -2.204 -2.640 -2.632 0.0 0.0 0.0 0.139
H -2.025 -0.440 -4.095 0.0 0.0 0.0 0.065
H -0.450 -1.104 -3.626 0.0 0.0 0.0 0.065
```
Forces are in eV/Å.

## Properties
Highest occupied orbital energy (spin up / spin down)   -10.66 / -10.83 eV
Multiplicity   4
Net charge   +1



[4]
The following is a quantum chemistry calculation of C25H19F11NO2SbW as an isolated structure, from OMol25.

Geometry as XYZ:
```
60
Properties=species:S:1:pos:R:3:forces:R:3:lowdin_charge:R:1
W 0.469 -0.286 0.809 -0.2 0.6 -0.1 1.787
C 1.198 -2.621 1.779 0.2 -0.2 0.1 -0.149
C -0.197 -2.513 1.838 -0.1 -0.2 0.2 -0.166
C -0.980 -3.168 0.870 0.1 0.1 -0.1 -0.075
C -0.367 -3.888 -0.135 0.0 0.0 0.0 -0.040
C 1.028 -3.988 -0.191 0.0 0.0 0.0 -0.049
C 1.810 -3.365 0.759 -0.1 0.1 0.0 -0.061
H 1.803 -2.250 2.594 -0.1 0.0 0.0 0.110
H -0.665 -2.083 2.719 0.0 0.0 -0.1 0.127
H -2.060 -3.107 0.921 0.0 0.0 0.0 0.119
H -0.971 -4.392 -0.878 0.0 0.0 0.0 0.123
H 1.493 -4.560 -0.982 0.0 0.0 0.0 0.122
H 2.888 -3.428 0.720 0.0 0.0 0.0 0.121
O -2.336 1.013 3.490 0.1 -0.1 -0.1 0.167
C -1.801 0.557 2.523 0.1 0.0 0.0 -0.517
O -0.493 0.514 2.308 -0.1 0.1 0.1 -0.207
C -2.553 -0.011 1.347 0.0 0.0 0.0 -0.176
C -3.946 -0.099 1.394 0.1 0.0 -0.1 0.042
C -4.587 -0.590 0.294 0.0 0.0 0.0 0.044
C -3.843 -0.946 -0.850 -0.1 0.0 -0.1 -0.134
C -4.487 -1.414 -2.023 0.0 0.0 0.1 -0.008
C -3.762 -1.720 -3.134 0.0 0.0 0.0 -0.039
C -2.360 -1.564 -3.119 0.0 0.0 0.0 -0.025
C -1.705 -1.126 -2.002 -0.1 0.0 0.1 -0.014
C -2.431 -0.814 -0.833 0.0 0.1 0.1 -0.181
N -1.805 -0.370 0.316 0.0 0.0 0.0 0.031
H -4.455 0.220 2.292 0.0 0.0 0.0 0.135
H -5.664 -0.695 0.277 0.0 0.0 0.0 0.135
H -5.564 -1.513 -2.015 0.0 0.0 0.0 0.125
H -4.253 -2.069 -4.031 0.0 0.0 0.0 0.119
H -1.788 -1.788 -4.009 0.0 0.0 0.0 0.124
H -0.638 -1.009 -2.036 0.1 0.0 0.0 0.065
C 0.160 1.699 -0.463 0.0 -0.1 0.0 -0.084
C 0.838 2.904 -0.172 0.0 0.0 -0.1 -0.256
C 0.397 3.751 0.888 0.0 0.0 0.0 -0.009
C 0.980 4.970 1.087 0.0 0.0 -0.1 -0.033
C 2.016 5.391 0.237 0.0 0.0 0.0 0.006
C 2.471 4.581 -0.809 0.0 0.0 0.0 -0.029
C 1.911 3.348 -1.004 0.0 0.0 0.0 -0.004
H 0.386 1.267 -1.439 0.0 0.0 0.0 0.059
H -0.898 1.727 -0.213 0.0 0.0 0.1 0.078
H -0.401 3.406 1.535 0.0 0.0 0.0 0.127
H 0.650 5.613 1.890 0.0 0.0 0.0 0.123
H 2.471 6.359 0.396 0.0 0.0 0.0 0.123
H 3.269 4.928 -1.450 0.0 0.0 0.0 0.123
H 2.254 2.693 -1.793 0.0 0.1 0.0 0.112
F 2.003 -0.257 3.332 0.1 0.0 0.0 0.051
C 2.179 0.259 2.080 -0.1 -0.1 -0.1 -0.432
F 3.144 -0.504 1.433 -0.1 0.0 0.0 0.025
C 2.837 1.627 2.317 0.1 0.0 0.0 -0.592
F 3.241 2.165 1.162 0.0 0.0 0.0 0.161
F 1.980 2.462 2.903 -0.1 0.0 0.1 0.169
F 3.906 1.493 3.101 -0.1 0.0 -0.1 0.189
F 1.105 -1.095 -0.904 0.1 -0.1 0.0 -0.457
Sb 2.599 -0.971 -2.416 0.0 -0.3 -0.3 1.467
F 2.984 0.607 -1.473 0.0 -0.1 0.0 -0.321
F 1.243 -0.037 -3.330 0.1 0.0 0.2 -0.327
F 3.866 -0.816 -3.755 -0.1 0.0 0.1 -0.301
F 1.761 -2.566 -2.931 0.1 0.1 0.0 -0.318
F 3.670 -1.930 -1.222 -0.1 0.1 0.0 -0.308
```
Forces are in eV/Å.

## Properties
Highest occupied orbital energy (spin up / spin down)   -11.99 / -12.58 eV
ΔE to the lowest compared entry with this formula, charge and spin   11.5 kcal/mol
Multiplicity   4
Net charge   +1



no.,total energy (eV)
1,-117543.621
2,-80276.142
3,-89985.271
4,-70070.554